No. 1
Computed, not measured: the molecule C4H8N2O2 in a non-equilibrium geometry, with ωB97M-V with the def2-TZVPD basis set.

```
! wB97M-V def2-TZVPD RIJCOSX def2/J DEFGRID3
* xyz 0 1
C -2.3976 -0.8182 0.1406
O -1.1382 -0.5392 -0.1440
C -1.1213 0.9182 -0.0136
C 0.3675 1.5151 -0.1365
N 1.5240 0.8000 -0.3181
N 1.7617 -0.5009 -0.1957
C 3.2873 -0.7544 -0.1121
O 4.1830 0.0956 0.2974
H -2.5214 -1.8462 0.1404
H -3.1362 -0.7466 -0.6869
H -3.0577 -0.1949 1.0631
H -1.8228 1.4787 -0.7367
H -1.2523 0.9806 1.2268
H 0.6381 2.6760 0.1801
H 1.1662 -1.2310 -0.5250
H 3.5197 -1.8327 -0.1798
*
```

## Properties
Structure (SMILES) ... COC/C=N\NC=O
Energy relative to the best compared isomer or geometry (same formula, charge and spin) ... 164.6 kcal per mole
Energy ... -416.993608 a.u.

No. 2
Computed, not measured: the molecule C4H5BrClN3 in a non-equilibrium geometry, with ωB97M-V with the def2-TZVPD basis set.

```
! wB97M-V def2-TZVPD RIJCOSX def2/J DEFGRID3
* xyz 0 1
N -0.2629 1.3540 -1.1176
C -1.0638 0.5522 -0.3268
Cl -2.5374 -0.1967 -0.9870
N -1.0012 0.3821 0.9116
C 0.0630 0.4547 1.6669
C 1.2367 -0.2079 1.2444
N 1.1669 -1.1566 0.3052
C 0.4766 -1.2231 -0.7000
Br 0.1771 -2.9545 -1.4147
H 0.0196 2.1100 -0.6416
H -0.6887 1.4171 -2.1125
H 0.0149 0.5542 2.7579
H 1.9712 -0.4198 1.9785
H 0.4280 -0.6656 -1.5643
*
```

## Properties
Structure (SMILES) ... N\C(Cl)=N/C=C\N=C\Br
Energy ... -3353.783806 a.u.

No. 3
Computed, not measured: a structure of composition C24H30N3O11PSTc, with ωB97M-V with the def2-TZVPD basis set.

```
! wB97M-V def2-TZVPD RIJCOSX def2/J DEFGRID3
* xyz 2 4
Tc -0.8721 -0.3773 -0.2403
O 2.1811 2.4459 -0.5452
C 1.3333 1.4744 -0.7068
O 1.0314 0.6662 0.1780
C 0.8025 1.2539 -2.0773
C 1.3408 1.6748 -3.2762
C 1.0162 0.9497 -4.4261
C 0.3271 -0.2496 -4.3088
C -0.1735 -0.6015 -3.0637
N -0.0583 0.2236 -2.0310
C -0.5992 -1.9831 -2.6085
O -0.6978 -2.9178 -3.3391
O -0.7271 -2.0326 -1.2707
H 2.5673 2.4256 0.3490
H 2.0378 2.5012 -3.3053
H 1.3949 1.2656 -5.3885
H 0.2065 -0.9281 -5.1431
O -1.5280 1.7475 0.0845
C -2.4230 2.5857 0.9127
C -2.0911 2.4461 2.3712
C -0.6538 2.8451 2.7283
C 0.1110 1.7295 3.3976
C 0.9291 1.9744 4.4932
C 1.6485 0.9280 5.0478
C 1.5304 -0.3321 4.4842
C 0.6834 -0.4846 3.3996
N -0.0225 0.5111 2.8626
H -1.5184 2.1443 -0.7960
H -3.4520 2.2811 0.7086
H -2.2788 3.6083 0.5628
H -2.2786 1.4167 2.6693
H -2.8124 3.0657 2.9083
H -0.6440 3.7289 3.3641
H -0.1105 3.1207 1.8177
H 0.9947 2.9720 4.9069
H 2.2880 1.0939 5.9045
H 2.0749 -1.1798 4.8759
H 0.5680 -1.4587 2.9390
N -2.9729 -0.5756 -0.8440
C -3.2385 -0.3151 -2.2368
C -3.2775 1.0062 -2.6867
C -3.3304 1.2582 -4.0409
C -3.3869 0.1755 -4.9255
C -3.4240 -1.1423 -4.4722
C -3.3662 -1.3855 -3.1115
S -3.3581 0.4921 -6.6658
O -1.8046 0.3614 -6.4806
O -3.8997 -0.6052 -7.3864
O -3.7499 1.8337 -6.9252
H -3.4942 0.0662 -0.2474
H -3.2793 -1.5161 -0.5865
H -3.2880 1.8281 -1.9803
H -3.3466 2.2659 -4.4356
H -3.4906 -1.9546 -5.1846
H -3.3789 -2.4028 -2.7408
C -2.5264 -1.1694 4.8237
O -2.7163 -1.9622 3.6268
P -2.9709 -1.2815 2.2120
O -3.8156 -2.4424 1.4679
C -5.0907 -2.8516 2.0225
O -1.5392 -1.6456 1.3894
C -0.9906 -3.0048 1.4770
H -1.5548 -1.4206 5.2395
H -3.3129 -1.4298 5.5257
H -2.5635 -0.1036 4.5966
H -5.7139 -1.9827 2.2397
H -4.9253 -3.4290 2.9284
H -5.5724 -3.4673 1.2705
H 0.0063 -2.9748 1.0493
H -1.6214 -3.6834 0.9114
H -0.9586 -3.2932 2.5235
*
```

## Properties
<S²> ... 3.78
Energy relative to the best compared isomer or geometry (same formula, charge and spin) ... 0.0 kcal per mole
Energy ... -2744.258945 a.u.

No. 4
Computed, not measured: the ion C5H7N2O with charge +1 in a non-equilibrium geometry, with ωB97M-V with the def2-TZVPD basis set.

```
! wB97M-V def2-TZVPD RIJCOSX def2/J DEFGRID3
* xyz 1 1
C 0.8403 -2.2311 -0.4922
C 0.8987 -1.2502 0.3036
N 0.8967 -0.1819 0.9548
C -0.1730 0.7894 0.6100
C 0.2634 1.6723 -0.5466
N -1.2913 0.0100 0.2885
C -2.4689 0.0723 0.2027
O -3.5818 0.0383 0.1008
H 0.5321 -3.2431 -0.3123
H 1.5926 -2.4347 -1.3191
H 1.7155 -0.0269 1.4899
H -0.3531 1.3207 1.4450
H 1.2875 1.8661 -0.4330
H -0.4194 2.4829 -0.7123
H 0.2607 1.1159 -1.5797
*
```

## Properties
Structure (SMILES) ... C=C=[NH+][C@@H](C)N=C=O
Energy relative to the best compared isomer or geometry (same formula, charge and spin) ... 51.2 kcal per mole
Energy ... -379.121140 a.u.

What did the second record say?
Computed, not measured: the molecule C4H5BrClN3 in a non-equilibrium geometry, with ωB97M-V with the def2-TZVPD basis set.

```
! wB97M-V def2-TZVPD RIJCOSX def2/J DEFGRID3
* xyz 0 1
N -0.2629 1.3540 -1.1176
C -1.0638 0.5522 -0.3268
Cl -2.5374 -0.1967 -0.9870
N -1.0012 0.3821 0.9116
C 0.0630 0.4547 1.6669
C 1.2367 -0.2079 1.2444
N 1.1669 -1.1566 0.3052
C 0.4766 -1.2231 -0.7000
Br 0.1771 -2.9545 -1.4147
H 0.0196 2.1100 -0.6416
H -0.6887 1.4171 -2.1125
H 0.0149 0.5542 2.7579
H 1.9712 -0.4198 1.9785
H 0.4280 -0.6656 -1.5643
*
```

## Properties
Structure (SMILES) ... N\C(Cl)=N/C=C\N=C\Br
Energy ... -3353.783806 a.u.

What did the first record say?
Computed, not measured: the molecule C4H8N2O2 in a non-equilibrium geometry, with ωB97M-V with the def2-TZVPD basis set.

```
! wB97M-V def2-TZVPD RIJCOSX def2/J DEFGRID3
* xyz 0 1
C -2.3976 -0.8182 0.1406
O -1.1382 -0.5392 -0.1440
C -1.1213 0.9182 -0.0136
C 0.3675 1.5151 -0.1365
N 1.5240 0.8000 -0.3181
N 1.7617 -0.5009 -0.1957
C 3.2873 -0.7544 -0.1121
O 4.1830 0.0956 0.2974
H -2.5214 -1.8462 0.1404
H -3.1362 -0.7466 -0.6869
H -3.0577 -0.1949 1.0631
H -1.8228 1.4787 -0.7367
H -1.2523 0.9806 1.2268
H 0.6381 2.6760 0.1801
H 1.1662 -1.2310 -0.5250
H 3.5197 -1.8327 -0.1798
*
```

## Properties
Structure (SMILES) ... COC/C=N\NC=O
Energy relative to the best compared isomer or geometry (same formula, charge and spin) ... 164.6 kcal per mole
Energy ... -416.993608 a.u.

Question: What is the energy in the fourth record?
Answer: -379.121140 a.u.

Copy entry 1 word for word.
Computed, not measured: the molecule C4H8N2O2 in a non-equilibrium geometry, with ωB97M-V with the def2-TZVPD basis set.

```
! wB97M-V def2-TZVPD RIJCOSX def2/J DEFGRID3
* xyz 0 1
C -2.3976 -0.8182 0.1406
O -1.1382 -0.5392 -0.1440
C -1.1213 0.9182 -0.0136
C 0.3675 1.5151 -0.1365
N 1.5240 0.8000 -0.3181
N 1.7617 -0.5009 -0.1957
C 3.2873 -0.7544 -0.1121
O 4.1830 0.0956 0.2974
H -2.5214 -1.8462 0.1404
H -3.1362 -0.7466 -0.6869
H -3.0577 -0.1949 1.0631
H -1.8228 1.4787 -0.7367
H -1.2523 0.9806 1.2268
H 0.6381 2.6760 0.1801
H 1.1662 -1.2310 -0.5250
H 3.5197 -1.8327 -0.1798
*
```

## Properties
Structure (SMILES) ... COC/C=N\NC=O
Energy relative to the best compared isomer or geometry (same formula, charge and spin) ... 164.6 kcal per mole
Energy ... -416.993608 a.u.